Entry from the Open Molecules 2025 dataset: C25H36CoNO2 as an isolated structure in a non-equilibrium geometry (ωB97M-V/def2-TZVPD).

Values from the calculation:
**Multiplicity**: 5
**Highest occupied orbital energy (alpha / beta)**: -6.26 / -7.42 eV
**Max |F|**: 0.053 Eh/bohr
**E_LUMO (alpha / beta)**: 0.80 / -2.04 eV
**Relative energy (zero: lowest compared OMol25 entry of this formula, charge and spin)**: 1.249 eV
**Orbital gap (alpha / beta)**: 7.06 / 5.39 eV
**Total charge**: 0

Geometry (Å):
H -0.535 2.110 -7.724
H 1.099 1.198 -10.093
H -1.552 0.963 -1.905
H 1.545 1.610 -1.036
H -2.319 1.775 2.325
H -0.747 -2.090 -8.089
C 1.882 1.952 1.078
H 3.688 -1.263 0.974
C 2.626 -1.361 0.759
C 0.373 1.594 -8.062
H 0.664 0.086 4.730
H 1.259 2.225 -7.921
H 1.854 -2.218 2.655
C -0.780 0.683 -4.622
C -2.011 1.265 1.411
H -0.799 2.899 -4.919
H -1.730 -0.636 -8.489
H -1.593 0.799 -3.884
C 0.886 1.203 2.956
H 0.126 -0.676 -3.104
H 1.785 2.822 -3.975
C 0.421 -2.030 0.931
H -0.802 0.958 4.203
C 0.403 -0.127 -4.035
H -0.933 -1.557 -9.775
H -2.045 -1.384 -0.634
H -0.409 -2.651 1.247
H -2.191 -0.911 2.020
H 1.834 2.638 4.331
H 2.543 -0.506 -9.018
C 0.953 2.122 -3.784
C 2.031 -1.131 -0.501
H 0.780 -0.849 -4.785
H 3.244 1.516 -0.505
H -0.723 1.100 -9.895
H 2.432 3.088 -0.597
H 0.087 -1.884 -1.322
H -1.166 0.217 -5.536
C 1.725 2.274 3.320
H -0.310 -0.545 3.383
C 0.258 0.969 -9.438
H 0.461 2.401 -2.823
H 1.768 -2.024 -8.420
N 0.958 1.051 1.584
H 2.529 -0.821 -1.415
C -1.836 1.858 0.143
C 0.680 -1.615 -0.457
C -0.832 -1.212 -8.738
C 0.412 -0.356 -8.646
Co -0.043 -0.153 0.596
C 1.646 -1.134 -9.049
H 0.424 1.970 -5.840
O 1.499 0.773 -3.700
H 3.084 3.520 2.024
O 0.550 0.308 -7.363
C -1.781 -0.441 -0.161
H -2.002 2.909 -0.093
C -0.111 2.051 -4.884
C 1.666 -1.881 1.639
C 2.283 2.031 -0.337
C -1.617 0.837 -0.823
C -1.920 -0.163 1.273
C 0.063 0.375 3.854
H 1.511 -1.462 -10.087
C 2.360 2.726 2.148

Atom charges from the Mulliken analysis, given in e for atoms 1 to 8: atom 1 (H): 0.2891, atom 2 (H): 0.3297, atom 3 (H): 0.2567, atom 4 (H): -0.2187, atom 5 (H): 0.4886, atom 6 (H): 0.3933, atom 7 (C): 0.6762, atom 8 (H): 0.4413

---

Entry from the Open Molecules 2025 dataset: a 9-piece molecular cluster, H18O9 overall in a non-equilibrium geometry (ωB97M-V/def2-TZVPD).

Values from the calculation:
**Highest occupied orbital energy**: -10.92 eV
**Max |F|**: 0.038 Eh/bohr
**SMILES**: O.O.O.O.O.O.O.O.O
**E_LUMO**: 0.27 eV
**Relative energy (zero: lowest compared OMol25 entry of this formula, charge and spin)**: 1.829 eV
**Orbital gap**: 11.19 eV
**Total charge**: 0

Geometry (Å):
H 2.593 -1.001 -0.876
O -0.974 -0.750 -1.337
O 1.337 -2.391 -0.194
O -3.006 1.195 -2.583
H 1.431 -0.859 -3.058
O 2.508 -0.200 -1.414
H 0.620 -1.692 -0.266
H -0.798 -0.836 -2.284
H 0.764 -1.871 3.521
H 0.895 -2.120 -3.738
O 0.235 -1.149 3.154
H -2.845 2.064 -2.262
H -3.958 1.031 -2.673
H -0.616 1.101 3.761
O -0.566 2.063 3.662
H -0.888 1.325 -0.451
O 1.462 0.940 1.489
H -1.331 1.218 1.013
O -0.873 1.764 0.391
H 0.605 -1.044 2.249
H -1.163 2.462 4.261
H 0.729 1.360 1.007
H 0.948 -2.951 0.476
H 1.236 1.280 2.333
H 2.661 0.605 -0.899
O 0.853 -1.130 -3.794
H -1.858 -0.411 -1.488

Atom charges from the Mulliken analysis, given in e for atoms 1 to 8: atom 1 (H): 0.3717, atom 2 (O): -0.6308, atom 3 (O): -0.6691, atom 4 (O): -0.6142, atom 5 (H): 0.3551, atom 6 (O): -0.6438, atom 7 (H): 0.3597, atom 8 (H): 0.3583

---

Entry from the Open Molecules 2025 dataset: a 7-piece molecular cluster, C43H66B2F4N8O2 overall in a non-equilibrium geometry (ωB97M-V/def2-TZVPD).

Values from the calculation:
**Highest occupied orbital energy**: -22.13 eV
**Max |F|**: 0.042 Eh/bohr
**E_LUMO**: -14.80 eV
**Orbital gap**: 7.33 eV
**Total charge**: +6

Geometry (Å):
H 1.615 -0.409 0.572
C -1.375 0.645 -5.028
C -6.063 -2.258 5.401
H -4.346 -4.248 7.416
N -5.649 -2.896 6.519
C -0.809 1.528 5.489
H 3.960 2.946 -3.439
F 1.028 -4.949 1.764
H -1.444 6.164 -9.449
H -1.269 -0.112 3.309
H 2.923 -0.300 -5.372
C 0.703 5.526 -6.214
H -1.917 3.776 -4.911
N -0.153 0.220 -4.319
H -1.648 -2.359 3.788
C 2.205 3.680 -4.391
F 2.109 -2.918 1.643
C 1.046 -0.679 -2.521
H -2.097 1.050 -4.320
C -1.974 -2.967 2.955
C 2.902 3.143 -3.336
H 6.967 -2.591 0.165
C -2.020 6.456 -8.572
H 1.599 1.400 3.543
H -5.584 -1.757 3.358
H 3.036 1.669 2.643
H 4.744 -0.369 -4.231
H 2.422 2.149 -0.245
H 0.544 1.142 0.325
H -0.101 2.273 5.851
H 3.734 1.561 -1.375
C -3.108 -3.987 0.693
H 0.447 6.674 -8.048
C 1.010 3.211 -1.943
H -0.243 0.592 5.472
H -7.531 -3.162 7.386
H 3.311 -0.599 5.831
C -0.138 -0.131 -3.027
H -0.240 -2.638 1.590
H -1.402 2.755 1.791
C -3.406 0.046 1.685
N 2.667 -0.390 3.042
H 0.786 0.345 -6.150
N 2.282 2.896 -2.148
H -4.022 0.350 0.837
H -1.823 -0.195 -5.556
C 7.169 -2.150 -0.813
C 4.729 -2.250 -0.902
C -1.084 -3.522 -0.560
C -1.915 0.718 3.604
H 3.912 -2.108 5.029
C 3.479 -1.376 -2.755
H -4.944 -4.122 1.825
O -1.226 1.811 4.144
H 2.459 -2.116 6.020
H -1.605 1.492 6.231
C 3.038 -1.522 5.316
H -3.433 -4.605 -0.132
H 0.254 0.045 1.828
H -3.426 1.993 2.644
H -2.093 7.535 -8.459
H -1.079 -2.487 -0.908
H 2.745 3.754 -5.327
C 3.129 2.396 -1.033
F 3.303 -4.906 1.779
C -5.341 -2.343 4.233
H 6.895 -0.961 -2.941
C -1.241 -2.999 1.777
H -2.586 -0.540 1.254
C -3.900 -3.840 1.826
C 2.200 -0.799 -3.291
C 0.011 6.086 -7.250
H 2.190 -0.604 2.138
C 0.250 3.646 -3.031
C -3.338 -3.292 2.971
H -1.035 0.022 -2.447
H -3.026 4.966 -6.696
C -4.193 -3.144 4.185
H -1.642 -4.055 -1.328
H -6.602 -1.792 8.010
H 1.759 5.750 -6.145
C 2.631 1.069 3.457
H -6.104 -3.412 8.532
H -0.939 1.302 1.145
C 2.097 -1.239 4.181
H -3.136 -4.665 5.234
H 3.245 1.145 4.346
H 7.793 -2.795 -1.422
C -6.550 -2.842 7.725
H -1.148 1.420 -5.755
C 0.055 4.643 -5.322
H -2.178 2.215 0.515
C -1.281 4.403 -5.521
C -1.955 5.033 -6.554
H -4.023 -0.638 2.256
H -0.167 -0.595 0.074
H 0.540 3.170 -0.974
C -3.874 -3.878 5.328
C 0.849 3.978 -4.245
B 0.559 0.044 0.714
H -6.944 -1.642 5.520
H 2.637 -2.383 -1.045
H 3.646 -0.655 2.910
H -3.010 6.028 -8.708
H 3.792 3.190 -0.689
C 0.935 0.065 -5.117
H 4.772 -2.650 0.103
H -0.094 -3.950 -0.408
C 2.135 -0.415 -4.640
F 2.161 -4.364 -0.143
B 2.179 -4.291 1.259
N -1.853 -3.533 0.695
H 1.083 -1.009 -1.484
C -2.709 1.212 2.400
C 5.892 -1.292 -2.706
H -0.795 3.868 -2.865
C 3.531 -2.071 -1.574
N -1.325 5.870 -7.388
C 4.700 -0.976 -3.340
H 7.578 -1.198 -0.471
N -1.778 1.886 1.395
H -2.724 0.350 4.245
O 1.009 -1.683 4.063
C -4.599 -3.730 6.503
N 5.878 -1.942 -1.502

Atom charges from the Mulliken analysis, given in e for atoms 1 to 8: atom 1 (H): -0.7368, atom 2 (C): -1.1137, atom 3 (C): -0.8321, atom 4 (H): 0.4409, atom 5 (N): -0.0297, atom 6 (C): -0.7301, atom 7 (H): 0.4885, atom 8 (F): -0.3588

---

Entry from the Open Molecules 2025 dataset: a 10-piece molecular cluster, C10H40N4O10 overall in a non-equilibrium geometry (ωB97M-V/def2-TZVPD).

Values from the calculation:
**Highest occupied orbital energy**: -9.73 eV
**Max |F|**: 0.059 Eh/bohr
**SMILES**: NC(N)=O.NC(N)=O.CO.CO.CO.CO.CO.CO.CO.CO
**E_LUMO**: 0.35 eV
**Relative energy (zero: lowest compared OMol25 entry of this formula, charge and spin)**: 0.000 eV
**Orbital gap**: 10.08 eV
**Total charge**: 0

Geometry (Å):
C 1.718 3.133 0.955
H -1.670 -5.124 -2.801
C 3.445 -0.283 -0.601
H -1.382 3.725 -0.030
H -0.178 3.610 1.928
H 0.640 2.344 2.653
H 2.382 -4.516 1.143
C 1.503 -1.635 -3.824
C -1.735 0.397 3.236
H -4.516 -0.403 -1.041
H -0.791 -5.892 -1.489
N 0.719 3.118 1.927
C -1.991 5.487 -0.709
N 1.633 4.218 0.084
H -1.046 0.558 2.402
O -0.940 -0.426 4.124
H -5.472 -0.070 0.504
H -0.020 -0.183 3.957
H -4.163 1.763 -0.268
H -1.642 6.543 -0.672
H 2.812 0.339 -0.037
H 0.723 4.569 -0.063
H -2.027 0.965 -2.644
H 1.846 0.904 2.026
H 1.832 -0.612 -4.001
O 2.627 2.262 1.053
H -2.651 -0.072 2.953
O -1.250 4.678 0.227
H 2.155 4.110 -0.769
O 0.696 -1.633 -2.588
H 2.101 -3.424 2.452
C -5.280 0.200 -0.539
H 1.059 -4.952 2.245
H 0.662 -0.225 -1.166
O 0.562 -3.498 1.025
H 2.509 -1.629 -1.767
H 2.225 -2.418 -3.816
C -0.850 1.067 -1.023
H -3.064 5.430 -0.457
N 0.289 0.546 -0.592
C -0.798 -5.085 -2.247
C 1.631 -4.123 1.816
H 3.077 -1.036 2.264
H 3.154 -0.025 3.791
O -1.333 2.033 -0.384
H 0.746 -2.593 0.733
O -5.041 1.583 -0.686
H 0.456 0.612 0.394
O -0.612 -3.824 -1.597
H -1.966 5.216 -1.739
H -1.942 1.363 3.645
H -0.953 -0.359 -2.472
H 0.115 -2.432 -2.472
O 1.421 0.131 2.512
N -1.428 0.411 -2.034
H 3.625 0.232 -1.573
H 0.034 -5.225 -2.949
H -6.259 -0.008 -1.136
H 0.890 -1.895 -4.705
C 2.521 -0.556 3.071
O 2.837 -1.579 -0.853
H 4.379 -0.463 -0.120
H -0.107 -3.936 -0.808
H 2.080 -1.414 3.553

Atom charges from the Mulliken analysis, given in e for atoms 1 to 8: atom 1 (C): 0.5350, atom 2 (H): 0.2816, atom 3 (C): -0.6016, atom 4 (H): 0.5091, atom 5 (H): 0.2942, atom 6 (H): 0.2120, atom 7 (H): 0.2635, atom 8 (C): -0.8268

---

Entry from the Open Molecules 2025 dataset: a 3-piece molecular cluster, C2H8O3 overall in a non-equilibrium geometry (ωB97M-V/def2-TZVPD).

Values from the calculation:
**Highest occupied orbital energy**: -9.32 eV
**Max |F|**: 0.111 Eh/bohr
**SMILES**: C=CO.O.O
**E_LUMO**: 0.56 eV
**Relative energy (zero: lowest compared OMol25 entry of this formula, charge and spin)**: 1.822 eV
**Orbital gap**: 9.88 eV
**Total charge**: 0

Geometry (Å):
H -0.222 3.556 2.950
H -0.696 1.167 -0.601
H -0.985 3.321 1.540
O -0.048 -3.060 0.400
O -0.846 2.112 -0.943
H 0.279 -2.453 -1.873
H -0.866 -2.924 -0.186
H 1.826 -1.237 -1.756
H 1.639 -1.862 0.507
C 1.086 -1.893 -1.454
H -1.696 2.451 -0.648
C 0.884 -2.193 -0.136
O -0.353 3.015 2.201

Atom charges from the Mulliken analysis, given in e for atoms 1 to 8: atom 1 (H): 0.3017, atom 2 (H): 0.3395, atom 3 (H): 0.3113, atom 4 (O): -0.4868, atom 5 (O): -0.6541, atom 6 (H): 0.1975, atom 7 (H): 0.3228, atom 8 (H): 0.3235

---

Entry from the Open Molecules 2025 dataset: an isolated ion of composition C4H9NO and charge +1 in a non-equilibrium geometry (ωB97M-V/def2-TZVPD).

Values from the calculation:
**Multiplicity**: 2
**Highest occupied orbital energy (alpha / beta)**: -13.56 / -13.44 eV
**Max |F|**: 0.107 Eh/bohr
**E_LUMO (alpha / beta)**: -3.64 / -9.62 eV
**Relative energy (zero: lowest compared OMol25 entry of this formula, charge and spin)**: 3.155 eV
**Orbital gap (alpha / beta)**: 9.92 / 3.82 eV
**Total charge**: +1

Geometry (Å):
H 0.936 0.176 1.985
H -1.251 -0.988 0.370
O -3.126 0.511 -1.408
C -1.316 0.063 0.027
H 0.496 -1.280 1.132
C -1.981 0.277 -1.300
H -1.391 -0.033 -2.255
H 2.952 -0.510 0.958
H 0.217 1.547 -0.062
C 0.217 0.526 -0.076
H 2.344 -0.134 -0.486
C 0.950 -0.354 0.945
H -1.773 0.532 0.950
N 2.263 -0.649 0.350
H 0.465 0.316 -1.130

Atom charges from the Mulliken analysis, given in e for atoms 1 to 8: atom 1 (H): 0.3265, atom 2 (H): 0.3091, atom 3 (O): -0.3341, atom 4 (C): -0.3500, atom 5 (H): 0.3600, atom 6 (C): -0.1915, atom 7 (H): 0.2633, atom 8 (H): 0.2939